DFT (ωB97M-V with the def2-TZVPD basis set) results for a single C16H16Cl2N2O3S molecule at a distorted geometry.

Output
- energy relative to the best compared isomer or geometry (same formula, charge and spin) (kcal/mol) = 3.0
- SMILES string = Cc1ccc(S(=O)(=O)NCCC(=O)Nc2ccc(Cl)c(Cl)c2)cc1
- HOMO-LUMO gap (hartree) = 0.33142
- LUMO level (hartree) = 0.019
- E_tot (eV) = -61855.162

Geometry as XYZ:
```
40
Properties=species:S:1:pos:R:3:mulliken_charge:R:1
C 4.378 0.151 3.415 -1.423
C 3.208 -0.428 2.681 0.921
C 2.382 0.389 1.915 -0.872
C 1.284 -0.134 1.253 -0.072
C 1.021 -1.485 1.361 0.098
C 1.823 -2.318 2.116 -0.706
C 2.916 -1.786 2.776 -0.733
H 3.549 -2.427 3.370 0.380
H 1.572 -3.364 2.179 0.439
S -0.353 -2.215 0.505 1.322
O -1.267 -1.199 0.047 -0.551
O -0.901 -3.297 1.269 -0.737
N 0.417 -2.958 -0.794 -0.349
H -0.115 -3.770 -1.072 0.314
C 0.853 -2.134 -1.895 -0.695
H 1.529 -1.378 -1.485 0.336
H 1.418 -2.772 -2.579 0.405
C -0.280 -1.413 -2.643 -0.541
C -0.529 -0.035 -2.039 0.314
O 0.385 0.650 -1.636 -0.669
N -1.826 0.377 -2.124 -0.070
C -2.381 1.545 -1.606 0.599
C -1.616 2.629 -1.181 -0.350
C -2.234 3.767 -0.701 -0.757
C -3.616 3.854 -0.643 0.277
C -4.385 2.775 -1.071 -0.038
C -3.772 1.631 -1.547 -0.591
H -4.384 0.802 -1.867 0.405
Cl -6.105 2.853 -1.014 -0.202
Cl -4.370 5.285 -0.049 -0.204
H -1.641 4.605 -0.369 0.412
H -0.542 2.572 -1.223 0.479
H -2.507 -0.333 -2.352 0.200
H -1.185 -2.021 -2.630 0.385
H 0.021 -1.251 -3.681 0.374
H 0.642 0.485 0.650 0.461
H 2.601 1.443 1.834 0.402
H 4.799 0.993 2.871 0.371
H 4.058 0.509 4.393 0.292
H 5.152 -0.597 3.567 0.375
```

***

DFT (ωB97M-V with the def2-TZVPD basis set) results for a gas-phase ion, CH5N2OS (charge +1) at a distorted geometry.

Output
- energy relative to the best compared isomer or geometry (same formula, charge and spin) (kcal/mol) = 12.4
- SMILES string = NC(=[NH2+])OS
- HOMO-LUMO gap (hartree) = 0.38583
- LUMO level (hartree) = -0.163
- E_tot (eV) = -16973.429
- charge = +1

Geometry as XYZ:
```
10
Properties=species:S:1:pos:R:3:mulliken_charge:R:1
C 0.237 -0.203 -0.159 0.937
N 0.309 1.108 -0.085 -0.303
N 1.350 -0.851 -0.234 -0.299
O -0.877 -0.831 -0.134 -0.335
S -2.407 -0.031 -0.226 -0.070
H 1.066 1.550 0.291 0.229
H -0.566 1.582 -0.144 0.174
H 2.048 -0.309 0.034 0.149
H 1.532 -1.842 -0.464 0.260
H -2.691 -0.173 1.120 0.258
```